[1]
C20H18BFN8NaS2Se as an isolated structure. Source: the OMol25 dataset; level of theory: the ωB97M-V functional and the def2-TZVPD basis.

Geometry (Å):
Na (-0.40417, 1.13462, -1.69875)
Se (-1.83215, 3.68508, 5.59957)
N (-2.83822, 2.88933, 4.35560)
C (-2.04776, 2.56490, 3.37028)
C (-2.49458, 1.87343, 2.16225)
C (-3.81976, 1.48643, 1.97291)
C (-4.15711, 0.81324, 0.82179)
C (-3.15472, 0.54468, -0.10972)
N (-1.89763, 0.90997, 0.05678)
C (-1.56267, 1.56821, 1.16856)
C (-0.13307, 1.94862, 1.32468)
N (0.69462, 1.63100, 0.32387)
C (1.98032, 1.91275, 0.44361)
C (2.51565, 2.55285, 1.56297)
C (1.66880, 2.90172, 2.58855)
C (0.31354, 2.59120, 2.47966)
C (-0.64840, 2.91304, 3.53280)
N (-0.32984, 3.50986, 4.64786)
H (-4.55217, 1.72037, 2.73448)
H (-5.17176, 0.49216, 0.63449)
H (-3.37427, 0.01434, -1.02775)
H (2.60228, 1.59838, -0.38727)
H (3.57512, 2.76132, 1.61032)
H (2.02453, 3.40217, 3.47976)
C (-0.22328, -1.87414, 2.55830)
N (0.79520, -1.91306, 1.54018)
C (2.13386, -1.61195, 1.71871)
C (2.74376, -1.90375, 0.55008)
N (1.80662, -2.38884, -0.32997)
B (2.19457, -3.04604, -1.69757)
N (1.34834, -2.45739, -2.85704)
C (0.46760, -3.19358, -3.61260)
C (-0.10973, -2.37164, -4.51490)
N (0.42519, -1.11552, -4.30201)
C (0.07822, 0.08694, -5.04278)
C (1.32037, -1.18155, -3.28110)
S (2.24310, 0.14637, -2.73215)
C (0.59905, -2.39715, 0.27688)
S (-0.89716, -2.91858, -0.32601)
H (0.08763, -1.18505, 3.34319)
H (-0.38813, -2.86561, 2.98672)
H (-1.16132, -1.54614, 2.11382)
H (2.51023, -1.20348, 2.63911)
H (3.76950, -1.79286, 0.25008)
H (1.95130, -4.23486, -1.63977)
H (3.37122, -2.81620, -1.88052)
H (0.31400, -4.23810, -3.41700)
H (-0.85378, -2.55155, -5.26915)
H (-0.58152, -0.21217, -5.85666)
H (0.98558, 0.53238, -5.45109)
H (-0.42965, 0.83645, -4.42514)
F (-1.45737, 1.99745, -2.98890)

Output
Energy above the lowest of the compared OMol25 structures with the same formula, charge and spin   12.8 kcal/mol
Net charge   -1
E_HOMO   -4.19 eV
Calculated total energy   -4696.0719 a.u.
Spin multiplicity   1

---

[2]
A 4-piece molecular cluster, C32H53FN3O2 overall. Source: the OMol25 dataset; level of theory: the ωB97M-V functional and the def2-TZVPD basis.

Geometry (Å):
C (1.46400, -3.71433, -0.75479)
C (2.68986, -3.47777, -1.81869)
C (2.67854, -2.02015, -2.56910)
C (1.70709, -0.89024, -1.84246)
C (2.22849, 0.57845, -2.44929)
C (3.09088, 1.40113, -1.31327)
C (2.10561, 2.56491, -0.67266)
C (1.27814, 1.95419, 0.60969)
C (-0.34595, 2.25701, 0.57019)
C (-1.18351, 1.32394, -0.48759)
C (-1.52172, 2.04028, -1.92232)
C (-2.83515, 3.03917, -1.89815)
C (-2.54694, 4.08733, -3.16911)
C (-2.18910, 3.29279, -4.57731)
F (-0.72192, 3.36390, -4.90977)
C (-4.21502, 2.26739, -2.33201)
C (-4.92642, 1.39217, -1.13992)
C (-6.18001, 0.56505, -1.87495)
C (-6.85443, -0.58104, -0.91535)
O (-6.74114, -1.86995, -1.67599)
C (-8.13812, -2.16607, -2.08376)
C (-8.96360, -3.26569, -1.16196)
O (-8.72751, -1.56094, -3.13191)
H (1.57673, -2.96487, 0.14288)
H (1.52386, -4.82778, -0.36337)
H (0.43463, -3.51021, -1.28962)
H (2.63138, -4.32991, -2.65169)
H (3.75296, -3.60400, -1.30469)
H (2.27826, -2.16232, -3.66084)
H (3.76583, -1.53011, -2.58338)
H (0.62009, -1.03195, -2.27094)
H (1.75558, -0.92719, -0.67138)
H (2.98452, 0.36321, -3.34507)
H (1.35303, 1.21102, -2.90903)
H (3.47711, 0.67660, -0.47012)
H (4.03711, 1.84963, -1.85479)
H (2.83109, 3.40538, -0.23406)
H (1.42317, 3.09075, -1.46971)
H (1.53767, 0.81729, 0.72218)
H (1.68617, 2.47998, 1.59976)
H (-0.75701, 1.97482, 1.65489)
H (-0.55859, 3.41964, 0.45647)
H (-2.21181, 1.04768, 0.04208)
H (-0.58562, 0.32654, -0.74548)
H (-0.59782, 2.71882, -2.23638)
H (-1.62848, 1.20448, -2.73653)
H (-3.55208, 4.69772, -3.37060)
H (-1.64387, 4.79503, -2.93709)
H (-2.78773, 3.72660, -5.51492)
H (-2.44990, 2.14296, -4.55052)
H (-4.10556, 1.55299, -3.26094)
H (-5.00405, 3.10504, -2.64305)
H (-5.37309, 2.11707, -0.30840)
H (-4.24178, 0.57090, -0.65347)
H (-5.70603, 0.04794, -2.83716)
H (-6.95870, 1.35057, -2.27055)
H (-8.01747, -0.32201, -0.85889)
H (-6.34411, -0.63927, 0.13648)
H (-9.73077, -2.64741, -0.50835)
H (-8.16629, -3.76984, -0.43484)
H (-9.47752, -4.07375, -1.84854)
N (3.52794, 1.50267, 3.81550)
C (3.77399, 2.54524, 4.67051)
C (2.89709, 2.44492, 5.72748)
C (2.09800, 1.29809, 5.50501)
C (2.51097, 0.73383, 4.31884)
H (4.02034, 1.32748, 2.94920)
H (4.54884, 3.26821, 4.45342)
H (2.83998, 3.12365, 6.56855)
H (1.30695, 0.92374, 6.14187)
H (2.16824, -0.14588, 3.79063)
N (6.74944, -1.32283, -3.54662)
C (7.42120, -2.32753, -4.19305)
C (8.18768, -2.99395, -3.26321)
C (7.96580, -2.37301, -2.01084)
C (7.07133, -1.34618, -2.21450)
H (6.11479, -0.66737, -3.98391)
H (7.29787, -2.48082, -5.25677)
H (8.83560, -3.83707, -3.46489)
H (8.41013, -2.64595, -1.06239)
H (6.63850, -0.63121, -1.52759)
N (0.20185, -1.64130, 7.24430)
C (-0.37471, -2.85879, 7.49697)
C (-0.90663, -2.82256, 8.76659)
C (-0.64688, -1.53591, 9.29603)
C (0.03620, -0.82632, 8.33384)
H (0.67470, -1.38411, 6.38762)
H (-0.35578, -3.64511, 6.75430)
H (-1.42670, -3.63465, 9.25787)
H (-0.92842, -1.16651, 10.27366)
H (0.41870, 0.18563, 8.33171)

Output
Net charge   -1
E_HOMO   -2.16 eV
Calculated total energy   -1665.2867 a.u.
Spin multiplicity   1